Computed, not measured: the molecule C6H13NO, with ωB97M-V/def2-TZVPD.

Results
LUMO level, eV: 0.91
Kohn-Sham gap, hartree: 0.3817
Highest occupied orbital energy, eV: -9.477
Strongest force on any atom, eV Å⁻¹: 0.78
Multiplicity: 1
ΔE to the lowest compared entry with this formula, charge and spin, eV: 0.380
Calculated total energy, eV: -9970.794

Positions of all 21 atoms, in Å:
C 3.042 1.106 -0.408
C 1.570 1.481 -0.297
C 0.638 0.735 -1.267
C -0.745 0.561 -0.681
O -1.675 1.293 -0.961
N -0.869 -0.475 0.196
C -2.134 -0.783 0.848
C -2.276 -2.276 1.146
H 3.563 1.176 0.545
H 3.597 1.719 -1.129
H 3.192 0.062 -0.721
H 1.460 2.563 -0.423
H 1.238 1.341 0.737
H 0.524 1.324 -2.172
H 1.059 -0.205 -1.625
H -0.056 -0.955 0.544
H -2.937 -0.474 0.176
H -2.238 -0.202 1.759
H -2.920 -2.775 0.428
H -2.711 -2.405 2.141
H -1.323 -2.811 1.163

These are the Löwdin partial charges, in e, on atoms 1 to 6: number 1, C, carries -0.117; number 2, C, carries -0.249; number 3, C, carries -0.124; number 4, C, carries -0.514; number 5, O, carries 0.059; number 6, N, carries 0.046

---

Computed, not measured: the ion C6H10O with charge +1 in a non-equilibrium geometry, with ωB97M-V/def2-TZVPD.

Results
⟨S²⟩: 0.766
Total charge: +1
LUMO level (alpha / beta), eV: -5.11 / -7.19
Kohn-Sham gap (alpha / beta), hartree: 0.3224 / 0.2591
Highest occupied orbital energy (alpha / beta), eV: -13.881 / -14.241
Strongest force on any atom, eV Å⁻¹: 3.47
Multiplicity: 2
ΔE to the lowest compared entry with this formula, charge and spin, eV: 2.154
Calculated total energy, eV: -8421.000

Positions of all 17 atoms, in Å:
C 3.395 -0.192 -0.394
C 1.909 -0.336 -0.548
C 0.942 0.210 0.252
C -0.275 -0.534 0.540
C -1.467 0.007 0.109
O -1.581 1.389 -0.094
C -2.789 -0.748 0.111
H 3.933 -1.151 -0.541
H 3.688 0.552 -1.127
H 3.655 0.145 0.605
H 1.588 -0.796 -1.479
H 0.954 1.253 0.572
H -0.180 -1.482 1.111
H -1.843 1.966 0.630
H -2.578 -1.808 0.213
H -3.389 -0.450 -0.748
H -3.294 -0.482 1.045

These are the Löwdin partial charges, in e, on atoms 1 to 6: number 1, C, carries -0.030; number 2, C, carries 0.001; number 3, C, carries 0.021; number 4, C, carries -0.004; number 5, C, carries -0.251; number 6, O, carries 0.039

---

Computed, not measured: a cluster of 2 separate species, C5H13NSi in total in a non-equilibrium geometry, with ωB97M-V/def2-TZVPD.

Results
LUMO level (alpha / beta), eV: 0.15 / 0.38
Kohn-Sham gap (alpha / beta), hartree: 0.3207 / 0.3057
Highest occupied orbital energy (alpha / beta), eV: -8.576 / -7.942
Strongest force on any atom, eV Å⁻¹: 2.67
Multiplicity: 1
ΔE to the lowest compared entry with this formula, charge and spin, eV: 4.890
Calculated total energy, eV: -14759.171

Positions of all 20 atoms, in Å:
C 1.183 -0.128 -1.352
C 0.092 0.143 -0.701
C 2.084 -1.371 -1.320
C -1.061 2.551 -1.593
C -0.459 -1.735 1.839
N -0.533 1.137 1.922
Si -0.911 -0.162 0.860
H 1.475 0.692 -2.159
H 1.975 -2.097 -0.424
H 1.858 -1.842 -2.265
H 3.038 -0.876 -1.130
H -0.505 2.956 -0.835
H -0.853 1.949 -2.423
H -2.068 2.861 -1.406
H 0.663 -1.812 2.104
H -0.910 -1.692 2.868
H -0.622 -2.659 1.236
H -1.009 1.199 2.826
H -0.405 2.146 1.628
H -2.347 -0.171 0.643

These are the Löwdin partial charges, in e, on atoms 1 to 6: number 1, C, carries -0.287; number 2, C, carries -0.121; number 3, C, carries -0.103; number 4, C, carries 0.093; number 5, C, carries -0.245; number 6, N, carries -0.130

---

Computed, not measured: a structure of composition C4H7LiO in a non-equilibrium geometry, with ωB97M-V/def2-TZVPD.

Results
⟨S²⟩: 0.755
Total charge: +1
LUMO level (alpha / beta), eV: -4.56 / -7.10
Kohn-Sham gap (alpha / beta), hartree: 0.3755 / 0.2874
Highest occupied orbital energy (alpha / beta), eV: -14.775 / -14.920
Strongest force on any atom, eV Å⁻¹: 1.66
Multiplicity: 2
ΔE to the lowest compared entry with this formula, charge and spin, eV: 1.586
Calculated total energy, eV: -6504.927

Positions of all 13 atoms, in Å:
C -0.011 -1.160 0.858
C 0.149 -0.176 -0.317
C -0.943 0.849 -0.461
O -1.124 1.264 -1.734
Li 0.506 0.772 -2.739
H -0.945 -1.143 1.420
H 0.554 -0.558 -1.257
H 0.344 -2.186 0.759
H -1.856 0.392 0.084
C 1.062 -0.108 0.895
H 0.906 0.705 1.612
H 2.096 -0.428 0.747
H -0.739 1.776 0.133

These are the Löwdin partial charges, in e, on atoms 1 to 6: number 1, C, carries -0.084; number 2, C, carries -0.302; number 3, C, carries -0.289; number 4, O, carries -0.040; number 5, Li, carries 0.869; number 6, H, carries 0.116